Computed, not measured: a molecular structure, C44H110N7NaO10 at a distorted geometry, with the ωB97M-V functional and the def2-TZVPD basis.

```
! RIJCOSX wB97M-V def2-TZVPD def2/J DEFGRID3
* xyz 0 1
Na 1.15 -1.77 -3.65
C 1.37 0.43 0.21
C 1.48 -0.79 -0.73
O 2.31 -0.63 -1.81
H 2.38 0.62 0.58
H 0.68 0.19 1.02
H 1.07 1.35 -0.29
H 0.46 -1.09 -1.07
H 1.64 -1.71 -0.12
C 1.80 3.51 3.03
C 1.58 3.05 4.47
C 0.28 2.23 4.65
O -0.77 3.09 4.28
C -2.04 2.52 4.39
N 2.76 2.35 5.01
H 2.52 4.33 3.04
H 0.90 3.85 2.53
H 2.20 2.67 2.46
H 1.43 3.93 5.11
H 0.15 1.81 5.66
H 0.40 1.33 4.03
H -2.31 2.14 5.39
H -2.25 1.67 3.73
H -2.78 3.28 4.15
H 3.55 2.99 4.95
H 2.58 2.18 5.99
C -3.56 -1.45 -4.78
C -2.38 -1.73 -3.84
C -1.91 -3.20 -3.89
O -0.99 -3.43 -2.82
C -1.53 -3.71 -1.55
N -1.27 -0.83 -4.20
H -3.22 -1.90 -5.72
H -3.87 -0.41 -4.87
H -4.48 -2.01 -4.57
H -2.70 -1.53 -2.81
H -1.39 -3.44 -4.82
H -2.74 -3.89 -3.75
H -0.78 -3.45 -0.80
H -1.72 -4.79 -1.47
H -2.42 -3.10 -1.35
H -1.69 0.08 -4.36
H -0.88 -1.15 -5.08
C 3.55 -1.76 2.51
C 4.20 -2.92 1.74
C 3.65 -4.31 1.99
O 4.40 -5.23 1.21
C 3.97 -6.55 1.40
N 4.29 -2.59 0.31
H 2.56 -1.52 2.13
H 4.19 -0.87 2.49
H 3.50 -2.05 3.56
H 5.26 -2.86 2.02
H 2.59 -4.42 1.71
H 3.71 -4.49 3.07
H 3.98 -6.82 2.47
H 4.74 -7.20 0.99
H 2.98 -6.74 0.97
H 3.42 -2.19 -0.05
H 4.29 -3.48 -0.18
C 4.15 6.07 -1.60
C 3.98 4.66 -1.01
C 2.75 4.53 -0.11
O 1.67 5.18 -0.76
C 0.45 5.01 -0.08
N 3.89 3.68 -2.09
H 3.34 6.25 -2.30
H 5.07 6.19 -2.18
H 4.17 6.81 -0.79
H 4.85 4.40 -0.40
H 2.89 4.82 0.93
H 2.53 3.46 -0.02
H 0.39 5.41 0.93
H 0.17 3.95 -0.09
H -0.34 5.51 -0.65
H 4.42 3.98 -2.90
H 2.92 3.54 -2.37
C 0.80 3.22 -3.19
C 0.78 2.04 -4.12
C -0.16 2.30 -5.34
O -1.51 2.00 -5.01
C -2.43 2.41 -6.02
N 2.18 1.80 -4.46
H 1.26 4.11 -3.61
H 1.30 2.98 -2.26
H -0.22 3.50 -2.89
H 0.53 1.11 -3.58
H 0.10 1.66 -6.19
H -0.07 3.34 -5.68
H -3.41 2.05 -5.71
H -2.11 2.00 -6.97
H -2.52 3.50 -6.02
H 2.55 2.51 -5.09
H 2.33 0.93 -4.95
C -5.77 3.68 -0.26
C -5.28 2.68 -1.30
C -4.34 3.39 -2.31
C -2.89 3.59 -1.87
C -2.26 2.28 -1.36
C -3.18 1.63 -0.28
N -4.53 1.54 -0.80
O -5.39 0.79 0.09
C -2.65 0.23 -0.07
C -3.02 2.47 1.00
C -6.50 2.27 -2.13
H -6.44 4.44 -0.68
H -4.92 4.23 0.15
H -6.36 3.24 0.54
H -4.33 2.94 -3.30
H -4.76 4.40 -2.39
H -2.86 4.38 -1.12
H -2.32 3.93 -2.73
H -1.23 2.39 -1.03
H -2.11 1.61 -2.22
H -1.59 0.14 0.19
H -3.18 -0.35 0.69
H -2.77 -0.39 -0.97
H -3.77 2.31 1.77
H -2.10 2.25 1.55
H -2.96 3.54 0.79
H -7.17 1.65 -1.53
H -6.21 1.68 -3.00
H -7.09 3.13 -2.47
H -5.41 -0.05 -0.38
C -0.07 -4.52 2.30
C -1.43 -4.56 3.00
C -1.18 -4.57 4.52
C -0.66 -3.24 5.06
C -1.64 -2.10 4.70
C -2.03 -2.03 3.17
N -2.32 -3.42 2.77
O -2.86 -3.43 1.45
C -3.26 -1.15 3.12
C -0.86 -1.40 2.43
C -2.16 -5.86 2.68
H 0.54 -3.70 2.66
H -0.24 -4.24 1.25
H 0.47 -5.46 2.25
H -2.09 -4.81 5.06
H -0.44 -5.33 4.75
H 0.25 -2.90 4.56
H -0.54 -3.29 6.14
H -1.07 -1.19 4.88
H -2.51 -2.05 5.36
H -3.63 -1.19 2.09
H -4.04 -1.54 3.78
H -3.03 -0.12 3.37
H -0.80 -1.67 1.37
H -0.93 -0.30 2.39
H 0.12 -1.59 2.88
H -2.49 -5.93 1.64
H -3.08 -6.08 3.23
H -1.50 -6.70 2.93
H -3.67 -3.93 1.55
C 5.43 2.09 1.68
C 6.16 0.96 1.00
O 5.42 0.40 -0.06
H 5.20 2.82 0.91
H 6.04 2.55 2.47
H 4.48 1.78 2.13
H 6.39 0.13 1.69
H 7.13 1.32 0.65
H 4.74 -0.15 0.35
C 2.15 -4.64 -1.64
C 2.72 -5.76 -2.50
O 3.38 -5.20 -3.65
H 1.28 -4.22 -2.14
H 2.90 -3.87 -1.52
H 1.81 -5.08 -0.70
H 2.00 -6.52 -2.81
H 3.52 -6.23 -1.92
H 2.74 -4.58 -4.01
*
```

frontier orbital gap	0.2146	Ha
HOMO level	-6.54	eV

***

Computed, not measured: a molecular structure, C20H36Cl2N2O6PSm at a distorted geometry, with the ωB97M-V functional and the def2-TZVPD basis.

```
! RIJCOSX wB97M-V def2-TZVPD def2/J DEFGRID3
* xyz 0 6
O -2.01 0.97 -0.34
C -2.36 2.03 -0.92
C -3.57 2.77 -0.65
C -4.68 2.19 0.01
H -4.66 1.13 0.28
C -5.82 2.96 0.24
H -6.72 2.52 0.68
C -5.85 4.32 -0.14
H -6.75 4.93 0.01
C -4.74 4.90 -0.75
H -4.75 5.95 -1.07
C -3.61 4.14 -1.00
H -2.72 4.55 -1.49
H -1.66 2.50 -1.63
C -0.96 0.52 -3.42
C 0.17 0.12 -2.58
H -0.78 0.37 -4.50
H -1.20 1.58 -3.27
H -1.87 -0.04 -3.14
C 1.37 -0.30 -2.91
C 1.92 -0.42 -4.34
H 2.12 -0.63 -2.18
H 1.26 0.05 -5.08
H 2.04 -1.46 -4.65
H 2.90 0.04 -4.42
Sm -0.13 0.02 0.38
Cl -1.97 -1.99 0.36
Cl 0.06 2.65 1.11
H -3.49 0.67 3.37
H -3.95 -1.24 4.49
C -2.60 0.31 2.84
C -3.16 -1.82 4.00
N -2.14 -0.90 3.51
H -1.80 1.07 2.84
C -0.88 -1.30 3.35
O -0.06 -0.71 2.58
H -2.69 -2.52 4.71
H -0.57 -2.21 3.89
H -2.87 0.08 1.79
H -3.62 -2.39 3.18
H 5.94 0.95 1.09
H 4.99 2.68 2.79
C 5.13 1.20 0.40
C 4.31 2.93 1.96
N 4.01 1.76 1.15
H 4.79 0.32 -0.15
C 2.80 1.21 1.16
O 2.35 0.36 0.36
H 3.36 3.31 2.35
H 2.14 1.60 1.96
H 5.52 1.97 -0.29
H 4.81 3.70 1.36
C 3.47 -2.40 1.16
O 2.05 -2.43 1.11
P 1.13 -3.61 0.41
O 2.24 -4.73 -0.06
C 2.98 -4.77 -1.30
O 0.76 -2.87 -1.03
C -0.10 -3.62 -1.91
H 3.74 -1.60 1.86
H 3.91 -2.17 0.18
H 3.87 -3.35 1.55
H 3.39 -3.79 -1.60
H 3.81 -5.46 -1.11
H 2.35 -5.18 -2.11
H -1.03 -3.08 -2.03
H 0.41 -3.75 -2.87
H -0.34 -4.61 -1.50
*
```

⟨S²⟩	8.78
frontier orbital gap (spin up / spin down)	0.1817 / 0.1866	Ha
HOMO level (spin up / spin down)	-5.59 / -5.71	eV

***

Computed, not measured: 10 unconnected molecules or ions with the total composition C6H35N2O9 at a distorted geometry, with the ωB97M-V functional and the def2-TZVPD basis.

```
! RIJCOSX wB97M-V def2-TZVPD def2/J DEFGRID3
* xyz 1 1
C -0.13 -1.04 -2.05
N -0.28 0.31 -1.45
C -0.25 0.43 0.06
C -0.62 1.79 0.60
C 0.59 2.79 0.52
C -1.22 1.83 2.02
C 1.40 -1.54 -2.17
N 2.27 -0.41 -2.23
H -0.50 -1.80 -1.23
H -0.71 -1.09 -3.06
H -1.20 0.72 -1.77
H 0.75 0.11 0.32
H -0.83 -0.39 0.54
H -1.36 2.31 -0.17
H 1.49 2.23 0.47
H 0.51 3.53 -0.25
H 0.61 3.55 1.21
H -0.50 2.22 2.69
H -1.43 0.81 2.38
H -2.09 2.50 2.12
H 1.36 -2.09 -3.20
H 1.72 -2.35 -1.47
H 1.83 0.42 -2.80
H 2.37 0.07 -1.27
H 3.14 -0.65 -2.58
H 4.18 0.78 -0.68
H 3.89 -0.24 0.43
O 3.89 -0.12 -0.50
H -3.75 0.13 -0.49
H -3.44 0.01 1.00
O -3.98 -0.38 0.34
H 1.91 2.89 -3.62
H 0.82 2.56 -2.43
O 1.60 2.24 -2.97
H 0.35 -4.35 1.10
H 0.18 -3.22 2.28
O 0.33 -3.40 1.29
H 3.66 0.92 2.99
H 2.55 1.51 1.95
O 3.45 1.00 2.10
H -3.57 0.24 -2.63
H -3.83 1.74 -2.58
O -3.35 1.03 -2.15
H 1.85 -1.61 3.43
H 0.76 -2.41 4.28
O 1.10 -2.06 3.49
H -2.08 -2.63 -0.42
H -2.87 -1.59 -0.90
O -2.50 -2.33 -1.30
H -3.41 -1.90 2.78
H -1.95 -1.80 3.04
O -2.70 -1.28 2.97
*
```

ΔE to the lowest compared entry with this formula, charge and spin	5.081	eV
frontier orbital gap	0.3429	Ha
HOMO level	-11.76	eV

***

Computed, not measured: 9 unconnected molecules or ions with the total composition C28H72N5O13 at a distorted geometry, with the ωB97M-V functional and the def2-TZVPD basis.

```
! RIJCOSX wB97M-V def2-TZVPD def2/J DEFGRID3
* xyz 1 1
C 3.42 2.74 2.92
C 2.39 3.44 3.79
C 1.01 3.52 3.15
O 1.11 4.50 2.14
C -0.11 5.13 1.84
N 2.26 2.74 5.11
H 1.62 3.16 5.78
H 1.94 1.75 5.10
H 3.15 2.67 5.62
H 3.55 3.32 2.01
H 3.14 1.71 2.70
H 4.37 2.72 3.44
H 2.73 4.44 4.06
H 0.32 3.81 3.96
H 0.65 2.60 2.68
H -0.07 5.71 0.93
H -0.44 5.70 2.71
H -0.92 4.38 1.78
C -6.21 -1.39 2.01
C -5.83 -2.08 0.72
C -5.00 -1.30 -0.27
O -3.79 -1.07 0.39
C -2.75 -0.47 -0.33
N -5.00 -3.35 1.04
H -4.04 -3.04 1.32
H -5.42 -3.85 1.83
H -4.87 -3.94 0.22
H -5.65 -0.48 2.18
H -6.35 -2.05 2.86
H -7.25 -1.07 1.88
H -6.70 -2.52 0.23
H -5.50 -0.33 -0.41
H -4.93 -1.78 -1.25
H -2.44 -0.95 -1.27
H -1.90 -0.33 0.34
H -3.00 0.58 -0.56
C -2.50 3.67 -1.51
C -1.64 3.34 -2.72
C -0.36 4.16 -2.78
O 0.17 4.21 -1.49
C 1.61 3.97 -1.33
N -1.25 1.88 -2.62
H -0.46 1.69 -3.25
H -0.80 1.67 -1.68
H -2.03 1.29 -2.87
H -3.03 4.60 -1.73
H -1.92 3.79 -0.60
H -3.30 2.93 -1.40
H -2.20 3.41 -3.65
H -0.50 5.19 -3.12
H 0.35 3.69 -3.49
H 2.12 4.63 -2.03
H 1.64 2.91 -1.59
H 1.91 4.10 -0.30
C -1.21 -3.15 -4.71
C -0.26 -2.04 -5.09
C 1.20 -2.31 -4.87
O 1.90 -1.19 -5.31
C 2.19 -0.26 -4.23
N -0.42 -1.69 -6.54
H -1.34 -1.35 -6.83
H 0.25 -0.92 -6.74
H -0.13 -2.47 -7.13
H -2.22 -3.01 -5.09
H -1.24 -3.32 -3.64
H -0.89 -4.14 -5.07
H -0.57 -1.16 -4.53
H 1.53 -3.13 -5.53
H 1.44 -2.61 -3.84
H 1.25 0.03 -3.76
H 2.73 0.58 -4.66
H 2.88 -0.77 -3.55
C 1.17 -3.56 1.39
C -0.31 -3.66 1.22
C -0.99 -2.71 2.14
O -2.37 -3.02 2.31
C -3.01 -2.10 3.19
N -0.62 -3.54 -0.27
H -0.14 -2.71 -0.71
H -0.11 -4.31 -0.70
H -1.60 -3.62 -0.51
H 1.54 -2.52 1.32
H 1.82 -4.04 0.65
H 1.54 -3.85 2.37
H -0.60 -4.69 1.45
H -0.78 -1.68 1.84
H -0.55 -2.89 3.12
H -3.23 -1.12 2.74
H -2.45 -1.91 4.11
H -4.00 -2.51 3.43
C 3.55 -1.58 3.44
C 4.57 -2.16 2.46
O 5.36 -1.33 1.97
O 4.48 -3.39 2.18
H 3.38 -0.52 3.25
H 3.87 -1.58 4.49
H 2.60 -2.12 3.40
C 2.16 -0.01 -0.10
C 0.77 -0.07 -0.65
O 0.54 -1.13 -1.31
O 0.03 0.94 -0.51
H 2.79 -0.58 -0.78
H 2.33 -0.32 0.93
H 2.47 1.04 -0.18
C 0.79 -0.06 4.11
C 0.32 -0.42 5.50
O -0.60 -1.25 5.61
O 0.88 0.27 6.41
H 1.85 0.19 4.13
H 0.19 0.73 3.64
H 0.66 -0.94 3.47
C 4.43 1.26 -2.74
C 5.21 0.35 -3.70
O 5.05 -0.89 -3.57
O 5.95 0.93 -4.53
H 3.35 1.19 -2.97
H 4.81 2.27 -2.70
H 4.52 0.77 -1.76
*
```

ΔE to the lowest compared entry with this formula, charge and spin	9.178	eV
frontier orbital gap	0.1176	Ha
HOMO level	-7.44	eV

***

Computed, not measured: 2 unconnected molecules or ions with the total composition C10H17N at a distorted geometry, with the ωB97M-V functional and the def2-TZVPD basis.

```
! RIJCOSX wB97M-V def2-TZVPD def2/J DEFGRID3
* xyz 0 1
C -1.23 -1.76 -0.21
C -1.76 -1.46 1.00
C -2.80 -0.58 1.15
C -3.16 0.14 0.06
C -2.73 -0.28 -1.15
C 1.45 0.45 -0.02
C 0.60 -0.76 -0.03
C 2.35 0.61 1.28
C 0.51 1.69 -0.37
C 2.60 0.40 -1.11
H -0.53 -2.56 -0.51
H -1.39 -1.89 2.06
H -3.22 -0.51 2.16
H -3.81 1.08 0.24
H -3.10 0.14 -2.16
H 1.26 -1.68 -0.27
H 0.01 -1.05 1.00
H -0.13 -0.54 -0.96
H 3.26 1.42 1.08
H 1.89 1.40 2.25
H 2.67 -0.47 1.63
H 0.75 2.80 0.12
H -0.62 1.40 0.03
H 0.24 1.86 -1.59
H 2.20 0.72 -2.22
H 3.41 1.20 -0.84
H 3.11 -0.60 -1.34
N -1.83 -1.17 -1.28
*
```

ΔE to the lowest compared entry with this formula, charge and spin	8.360	eV
SMILES	CC(C)(C)C.c1ccncc1
frontier orbital gap	0.3387	Ha
HOMO level	-8.54	eV